The following is a quantum chemistry calculation of a cluster of 13 separate species, C39H104O39S13 in total, from OMol25.

Geometry as XYZ:
```
195
C39H104O39S13 | OMol25 | wB97M-V/def2-TZVPD
O -3.1490 -0.2285 -2.1931
S -4.0022 -0.1755 -0.9958
O -4.5268 -1.4269 -0.4484
O -3.3149 0.6553 0.2636
C -4.0253 0.7547 1.4799
C -3.1072 1.4994 2.4813
C -5.3575 1.0349 -1.3180
H -4.1760 -0.2775 1.7962
H -5.0297 1.1643 1.3730
H -3.4381 1.3224 3.5047
H -3.2287 2.5700 2.3169
H -2.0428 1.2657 2.5064
H -4.9363 2.0039 -1.5859
H -6.0643 1.0206 -0.4883
H -5.9467 0.7708 -2.1962
O 1.1901 5.5380 -2.8024
S 0.0334 5.7798 -1.9271
O -0.3988 4.7707 -0.9475
O 0.1399 7.2925 -1.2089
C -0.8855 7.6880 -0.3762
C -0.3323 8.8555 0.4187
C -1.3993 6.1856 -3.0318
H -1.2004 6.8689 0.2703
H -1.7720 8.0763 -0.8777
H 0.6236 8.6085 0.8807
H -1.0918 9.1102 1.1578
H -0.2393 9.7533 -0.1924
H -2.2492 6.2799 -2.3560
H -1.4363 5.2823 -3.6407
H -1.1574 7.1467 -3.4856
O 7.7606 -0.3533 0.0598
S 7.1634 -0.3527 -1.2624
O 7.8849 0.3603 -2.3016
O 6.8056 -1.8952 -1.6791
C 6.4320 -2.7789 -0.6498
C 5.7948 -3.9928 -1.3576
C 5.5395 0.3737 -1.1465
H 5.6232 -2.3651 -0.0476
H 7.2893 -3.0627 -0.0394
H 4.8998 -3.7345 -1.9235
H 5.6662 -4.8891 -0.7508
H 6.5545 -4.2844 -2.0828
H 5.2087 -0.1645 -0.2582
H 4.9695 0.0951 -2.0329
H 5.5919 1.4398 -0.9259
O -6.5934 2.2555 3.1009
S -5.9690 3.2090 4.0270
O -5.4022 2.6672 5.2877
O -4.8061 4.0855 3.3057
C -5.1143 4.5004 1.9191
C -3.8989 5.3220 1.4742
C -7.1380 4.4522 4.4992
H -6.0082 5.1240 1.9239
H -5.2719 3.5771 1.3617
H -3.0933 4.6389 1.2048
H -3.5642 5.9423 2.3056
H -4.0146 5.9306 0.5774
H -7.5409 4.9812 3.6354
H -6.5864 5.0824 5.1968
H -7.9789 3.9946 5.0203
O 4.5480 4.2967 2.4171
S 4.5876 3.0648 3.1485
O 4.6298 3.0026 4.6219
O 3.2814 2.0997 2.5882
C 2.8855 0.9815 3.3854
C 1.6455 1.4215 4.2347
C 6.0943 2.1688 2.5134
H 3.8152 0.6384 3.8393
H 2.4923 0.2196 2.7123
H 1.4962 0.5520 4.8750
H 0.7630 1.6045 3.6217
H 1.8669 2.3239 4.8046
H 7.0180 2.6013 2.8977
H 6.1076 2.3690 1.4420
H 6.0141 1.1049 2.7367
O 1.9548 -6.1107 -5.0598
S 1.0936 -7.1858 -4.4706
O 0.8176 -8.4890 -5.1112
O 1.7821 -7.5356 -3.0157
C 2.4758 -6.5097 -2.3764
C 2.9001 -7.1455 -1.0435
C -0.5129 -6.4834 -3.8659
H 1.7194 -5.7689 -2.1173
H 3.2741 -6.1571 -3.0294
H 2.0987 -7.6163 -0.4742
H 3.4244 -6.3812 -0.4699
H 3.6387 -7.9302 -1.2075
H -1.1770 -6.1804 -4.6754
H -0.2577 -5.6356 -3.2301
H -1.0589 -7.2583 -3.3278
O 1.2334 -6.8785 2.7861
S 0.2177 -5.8686 2.5342
O -1.1859 -6.2274 2.7307
O 0.6030 -4.4356 3.3027
C 1.9957 -4.1091 3.2703
C 2.1466 -2.7305 3.9599
C 0.3720 -5.3091 0.7604
H 2.3573 -4.2235 2.2484
H 2.5763 -4.7614 3.9227
H 1.5158 -1.9263 3.5811
H 3.1664 -2.3864 3.7877
H 2.0463 -2.6735 5.0438
H -0.0668 -6.1629 0.2442
H 1.3941 -5.1711 0.4076
H -0.3230 -4.5290 0.4498
O -4.6933 -2.6803 3.2559
S -3.3366 -2.6179 3.7206
O -2.8966 -1.4574 4.5368
O -3.0651 -4.0068 4.5683
C -3.7725 -5.1650 4.3150
C -4.8804 -5.1756 5.3632
C -2.2108 -2.9721 2.3006
H -3.1787 -6.0788 4.3326
H -4.1342 -5.1110 3.2882
H -5.5246 -6.0407 5.2058
H -5.4610 -4.2767 5.1563
H -4.6437 -5.2868 6.4214
H -1.1612 -2.9220 2.5904
H -2.3202 -2.0369 1.7515
H -2.5539 -3.8430 1.7422
O -0.5576 1.4035 -5.2002
S 0.1611 0.4077 -5.9756
O 1.0790 0.7302 -7.0840
O 0.8661 -0.5606 -4.8097
C 1.9523 -1.3569 -5.1982
C 2.8390 -1.4044 -4.0141
C -1.0580 -0.9315 -6.5881
H 2.4910 -0.8952 -6.0257
H 1.6612 -2.3190 -5.6199
H 2.6103 -2.3617 -3.5456
H 2.8112 -0.4982 -3.4090
H 3.8591 -1.5423 -4.3726
H -2.0560 -0.4971 -6.6471
H -1.0628 -1.5895 -5.7191
H -0.7216 -1.4011 -7.5124
O -0.9408 3.1979 6.3355
S -0.5852 4.5906 5.9376
O 0.1898 5.5428 6.7043
O -0.0577 4.4876 4.3959
C 0.5203 5.5872 3.7918
C 0.6234 5.2924 2.3090
C -2.1342 5.3814 5.4808
H 1.5131 5.8260 4.1730
H -0.0454 6.5169 3.8524
H 1.0302 6.1154 1.7213
H -0.3262 4.8394 2.0244
H 1.3260 4.4832 2.1099
H -2.5656 4.7409 4.7116
H -2.1005 6.4525 5.2813
H -2.7335 5.4471 6.3889
O 2.1764 -2.9786 -0.7033
S 1.2794 -1.9465 -0.3127
O 0.6605 -1.8405 1.0170
O 2.0805 -0.5080 -0.5987
C 1.5239 0.8075 -0.2716
C 1.1839 1.6139 -1.5138
C -0.1046 -1.7807 -1.6469
H 2.2367 1.3195 0.3747
H 0.6307 0.6832 0.3407
H 2.0465 1.8441 -2.1392
H 0.6128 2.4957 -1.2231
H 0.5675 1.0121 -2.1816
H -0.8338 -2.5662 -1.4489
H 0.3046 -1.7691 -2.6571
H -0.5626 -0.8164 -1.4267
O -3.3645 -6.7727 -2.5538
S -3.1689 -5.4693 -1.9014
O -1.8620 -5.1981 -1.2387
O -3.5016 -4.1999 -2.8750
C -4.6977 -4.1653 -3.5230
C -4.4106 -3.5047 -4.8970
C -4.5826 -5.2878 -0.6345
H -5.4137 -3.4775 -3.0732
H -5.2068 -5.1264 -3.4509
H -5.3419 -3.5998 -5.4554
H -3.5955 -3.9741 -5.4479
H -4.1480 -2.4470 -4.8786
H -4.4326 -6.0492 0.1309
H -5.4971 -5.4063 -1.2158
H -4.6028 -4.2595 -0.2736
O 5.7918 3.4951 -4.8331
S 4.9093 2.4186 -4.3230
O 5.3694 1.0077 -4.3478
O 4.4187 2.7067 -2.7810
C 4.1517 4.0421 -2.4529
C 3.7846 4.0917 -1.0212
C 3.2728 2.4897 -5.1417
H 3.3677 4.4523 -3.0894
H 5.0660 4.6040 -2.6438
H 3.9950 5.0814 -0.6157
H 4.2769 3.2758 -0.4920
H 2.6994 4.0866 -0.9192
H 3.5526 2.3008 -6.1781
H 2.8839 3.5037 -5.0477
H 2.5785 1.7801 -4.6918
```

Computed properties:
relative energy (zero: lowest compared OMol25 entry of this formula, charge and spin): 7.028 eV
spin multiplicity: 1
Kohn-Sham gap: 10.10 eV